(1)
The following is a DFT calculation (ωB97M-V with the def2-TZVPD basis set) of a 2-piece molecular cluster, C6H9ClN2O2 overall.

Properties
LUMO   -0.9 eV

Last column: natural (NBO) charge in e.
Cartesian coordinates (Å):
O: -2.1033 1.0061 -0.3032  -0.445
C: -1.7743 1.2844 -1.4134  0.547
Cl: -2.5031 2.8059 -2.0959  -0.062
C: -0.7974 0.3563 -2.2218  -0.539
C: 0.3385 -0.0983 -1.2479  0.146
C: 0.9205 0.6680 -0.1557  -0.031
N: 1.8617 -0.2664 0.3499  -0.449
C: 1.8543 -1.4182 -0.3576  0.253
N: 0.9340 -1.3780 -1.3887  -0.495
H: -1.3661 -0.5616 -2.5580  0.262
H: -0.3655 0.8264 -3.1443  0.259
H: 0.6604 1.7017 0.1509  0.299
H: 2.4342 0.0052 1.1511  0.477
H: 2.5414 -2.2630 -0.1353  0.253
H: 0.7590 -2.1218 -2.0595  0.461
C: -0.6775 -0.0996 3.1291  -0.158
O: -0.5095 0.2346 4.3937  -0.904
H: 0.0635 0.3264 2.3819  -0.009
H: -0.6267 -1.1917 2.8752  0.051
H: -1.6445 0.1836 2.6495  0.086

(2)
The following is a DFT calculation (ωB97M-V with the def2-TZVPD basis set) of C11H7FeN2O6 as an isolated structure.

Properties
⟨S²⟩   8.80
Multiplicity   6
LUMO (alpha / beta)   -9.0 / -12.0 eV
Total charge   +2

Last column: Mulliken spin population.
Cartesian coordinates (Å):
O: 1.4348 -4.4694 -1.3355  -0.018
C: 1.6902 -3.4658 -0.8350  0.147
Fe: 1.8925 -1.3030 0.7208  3.561
O: 0.5457 -3.7237 1.6782  0.079
C: 0.9585 -2.7015 1.2908  -0.064
C: 1.8842 -0.3512 2.1786  -0.043
O: 1.7353 0.3504 3.1049  0.034
C: 2.8492 -0.1324 -0.5533  0.146
O: 3.2669 1.0083 -0.5824  0.633
C: 3.4914 -1.9948 0.9314  -0.024
O: 4.5594 -2.4071 1.1661  0.081
H: 3.0673 -0.6004 -1.5605  0.137
N: -4.2603 1.1481 -1.3723  0.002
C: -3.2131 0.3054 -1.1151  0.000
O: -3.3175 -0.8918 -1.3563  0.004
C: -1.9666 0.9050 -0.5307  0.005
C: -1.8169 2.2706 -0.2209  -0.002
C: -0.6153 2.7405 0.3067  0.024
C: 0.4388 1.8329 0.5294  0.023
N: 0.2627 0.5450 0.2531  0.219
C: -0.8651 0.0705 -0.2603  0.064
H: -5.0712 0.7532 -1.7900  0.000
H: -4.2509 2.1476 -1.2209  0.000
H: -2.6556 2.9496 -0.3955  0.000
H: -0.5436 3.8100 0.5247  0.002
H: 1.3850 2.1987 0.9110  0.001
H: -0.8861 -0.9947 -0.4671  -0.013

(3)
The following is a DFT calculation (ωB97M-V with the def2-TZVPD basis set) of C40H45As3N11OS2SeTl as an isolated structure.

Properties
LUMO   3.7 eV
Total charge   -2

Last column: Mulliken charge in e.
Cartesian coordinates (Å):
Tl: 0.4886 1.6174 -0.5339  0.552
C: 1.9235 -3.6911 1.4114  -1.772
N: 1.4090 -2.3684 1.7092  1.478
C: 0.9419 -1.4666 0.8522  -0.755
N: 0.4556 -0.4312 1.4860  0.374
C: 0.6673 -0.7494 2.7911  -0.792
N: 1.2377 -1.9266 2.9833  -1.061
C: 3.3298 -3.6696 0.8692  1.088
C: 4.4217 -3.9906 1.6610  -0.639
C: 5.7115 -3.9266 1.1395  -0.711
C: 5.9132 -3.5593 -0.1784  -0.935
C: 4.8133 -3.2746 -0.9853  0.032
C: 3.5321 -3.3294 -0.4596  0.166
C: 5.0102 -2.8977 -2.3782  0.382
N: 6.1133 -2.7911 -3.0451  -0.560
N: 5.7630 -2.3563 -4.3121  -0.585
C: 4.4772 -2.2645 -4.3286  0.566
O: 3.9362 -2.6017 -3.1386  -0.165
C: 3.5872 -1.8263 -5.3973  -0.172
C: 4.0909 -1.3023 -6.5809  -0.923
C: 3.2088 -0.8347 -7.5413  -0.533
C: 1.8379 -0.9114 -7.3420  -0.857
C: 1.3266 -1.4847 -6.1821  1.245
C: -0.1736 -1.6310 -6.0057  -1.203
N: -0.5303 -2.3348 -4.7935  0.891
C: -0.7001 -1.8770 -3.5417  -0.296
N: -0.8706 -2.8893 -2.7139  -0.465
C: -0.7925 -3.9660 -3.5340  -0.311
N: -0.5824 -3.6835 -4.8022  -0.962
C: 2.2093 -1.9245 -5.2109  0.023
H: 1.2662 -4.1510 0.6719  0.372
H: 1.8652 -4.2537 2.3391  0.476
H: 0.9598 -1.5856 -0.2206  0.424
H: 0.3996 -0.1015 3.6111  0.527
H: 4.2788 -4.2547 2.7019  0.404
H: 6.5542 -4.1343 1.7845  0.386
H: 6.9069 -3.4821 -0.5989  0.498
H: 2.6899 -3.0716 -1.0915  0.556
H: 5.1617 -1.2374 -6.7228  0.497
H: 3.5912 -0.3926 -8.4526  0.370
H: 1.1584 -0.5422 -8.1025  0.436
H: -0.5817 -2.2262 -6.8212  0.292
H: -0.6672 -0.6589 -6.0182  0.263
H: -0.6774 -0.8297 -3.2730  0.757
H: -0.8896 -4.9823 -3.1864  0.442
H: 1.8464 -2.3571 -4.2888  0.573
C: -3.2757 -0.6557 -1.2788  -1.118
As: -2.6252 0.0230 0.4441  0.996
C: -2.7945 -1.6845 1.4327  -1.493
C: -4.3898 0.7793 1.0115  -2.434
C: -4.3613 1.9868 1.9891  3.528
C: -3.2043 1.8378 2.9860  -1.868
C: -4.2308 3.2994 1.1933  -1.513
As: -2.7200 3.3351 -0.1108  0.828
C: -1.5027 4.4494 0.9588  -1.333
C: -3.4299 4.8242 -1.1748  -1.397
C: -5.7126 1.9731 2.7341  -2.044
As: -6.2369 3.1752 4.2225  0.287
C: -5.0868 4.7698 4.1579  -1.124
C: -5.2944 2.2754 5.6989  -1.113
H: -4.2564 -1.1265 -1.1850  0.493
H: -2.5654 -1.3819 -1.6777  0.057
H: -3.3323 0.1807 -1.9780  0.341
H: -3.7783 -2.1414 1.3059  0.483
H: -2.6104 -1.5066 2.4938  0.353
H: -2.0296 -2.3765 1.0753  0.352
H: -4.9586 -0.0442 1.4528  0.626
H: -4.9079 1.0729 0.0941  0.381
H: -2.2428 1.8306 2.4697  0.202
H: -3.2970 0.9009 3.5442  0.381
H: -3.1930 2.6615 3.6993  0.109
H: -4.1371 4.1483 1.8725  0.204
H: -5.1461 3.4415 0.6089  0.483
H: -1.9983 5.3752 1.2603  0.404
H: -0.6257 4.6931 0.3577  0.407
H: -1.1509 3.9194 1.8437  0.338
H: -3.8654 5.6004 -0.5409  0.417
H: -4.1777 4.4603 -1.8792  0.358
H: -2.6041 5.2403 -1.7510  0.378
H: -5.8634 0.9834 3.1812  0.536
H: -6.5091 2.0851 1.9931  0.461
H: -5.3802 5.4133 3.3304  0.308
H: -4.0265 4.5396 4.0782  0.323
H: -5.2604 5.3111 5.0892  0.397
H: -5.5085 1.2069 5.6646  0.322
H: -5.6586 2.6644 6.6500  0.384
H: -4.2157 2.4179 5.6506  0.291
S: 1.9378 3.0129 1.5811  -0.476
C: 2.9230 1.7441 2.2337  -0.118
C: 3.1194 1.7498 3.6222  -0.978
C: 3.9356 0.8434 4.2783  0.705
C: 4.0552 0.9021 5.7046  -0.095
N: 4.1317 0.9730 6.8521  -0.646
C: 4.6437 -0.1008 3.5185  0.829
C: 4.4645 -0.1270 2.1359  -0.708
C: 3.5794 0.7307 1.4592  0.017
S: 3.3232 0.5044 -0.2550  -0.237
C: 5.5211 -1.0163 4.1788  -0.210
N: 6.2245 -1.7563 4.7142  -0.671
H: 2.6018 2.5025 4.2016  0.492
H: 5.0256 -0.8436 1.5486  0.605
Se: -1.2650 2.2220 -5.8874  -0.411
C: -1.3167 2.5463 -4.1147  0.021
N: -1.3589 2.7588 -2.9695  -0.484

(4)
The following is a DFT calculation (ωB97M-V with the def2-TZVPD basis set) of a 4-piece molecular cluster, CH10N2O3 overall.

Properties
LUMO   0.9 eV
SMILES   [H]/N=C/N.O.O.O

Last column: natural (NBO) charge in e.
Cartesian coordinates (Å):
H: -0.0960 -3.1051 -0.6697  0.353
N: -0.5409 -2.1876 -0.8123  -0.792
C: -0.8689 -1.8318 0.3781  0.318
N: -0.9341 -0.5071 0.7191  -0.801
H: -1.2450 -2.4944 1.1407  0.159
H: -1.3970 -0.2695 1.6663  0.410
H: -1.1847 0.1974 0.0067  0.415
O: 1.7259 1.7711 -0.1537  -0.991
H: 1.3278 1.3279 -0.9323  0.515
H: 2.6553 1.8192 -0.2506  0.477
O: 0.3339 -0.0208 -2.1108  -1.018
H: 0.2248 -0.9716 -1.7678  0.500
H: 0.6299 -0.2607 -2.9924  0.464
O: -0.3785 1.8459 2.1113  -0.985
H: -0.5488 2.7322 2.3649  0.463
H: 0.2964 1.9550 1.3025  0.514

(5)
The following is a DFT calculation (ωB97M-V with the def2-TZVPD basis set) of C40H23AsCl5N3O2W as an isolated structure.

Properties
⟨S²⟩   2.03
Multiplicity   3
LUMO (alpha / beta)   -8.1 / -7.9 eV
Total charge   +2

Last column: Mulliken spin population.
Cartesian coordinates (Å):
W: -0.2893 -0.5528 0.6530  1.848
O: 3.6794 -2.5957 -4.6300  0.001
C: 2.6761 -1.9083 -4.8297  0.002
O: 1.9452 -1.5944 -5.7735  0.003
C: 2.0151 -1.4570 -3.4386  0.011
C: 2.4521 -2.0095 -2.2307  0.005
C: 1.8559 -1.6314 -1.0670  0.029
N: 0.7856 -0.7793 -1.0674  -0.084
C: 0.3664 -0.2312 -2.2415  0.022
C: 0.9726 -0.5309 -3.4219  0.003
C: -0.8573 0.5774 -2.0902  0.040
C: -1.5051 1.1856 -3.1423  -0.013
C: -2.7032 1.8417 -2.9146  0.020
C: -3.2280 1.8573 -1.6311  -0.009
C: -2.5312 1.2364 -0.6241  0.010
N: -1.3519 0.6098 -0.8305  -0.045
C: 2.3243 -1.9791 0.2867  0.011
C: 3.5363 -2.5750 0.5391  -0.011
C: 3.9768 -2.6876 1.8497  0.015
C: 3.1895 -2.1819 2.8716  -0.009
C: 1.9719 -1.6246 2.5597  0.015
N: 1.5210 -1.5396 1.2880  -0.017
H: 3.2782 -2.7118 -2.2624  0.001
H: 0.6449 -0.1218 -4.3721  0.002
H: -1.0802 1.1348 -4.1348  0.000
H: -3.2277 2.3220 -3.7315  0.000
H: -4.1631 2.3502 -1.4068  0.000
H: -2.9290 1.2300 0.3780  0.017
H: 4.1457 -2.9227 -0.2834  0.000
H: 4.9350 -3.1440 2.0661  0.000
H: 3.5057 -2.2215 3.9044  0.001
H: 1.3317 -1.2458 3.3409  -0.013
Cl: -1.1818 -1.8112 2.7405  -0.007
C: -1.8585 -2.7810 1.4436  -0.051
C: -1.4652 -2.2928 0.2136  0.086
C: -1.9843 -2.9902 -0.8816  0.074
Cl: -1.5908 -2.5540 -2.4967  0.007
C: -2.8317 -4.0965 -0.6903  -0.036
Cl: -3.4605 -4.9367 -2.0324  -0.005
C: -3.1727 -4.5316 0.5966  0.054
Cl: -4.1893 -5.8732 0.8232  0.012
C: -2.6708 -3.8537 1.7050  -0.024
Cl: -3.0303 -4.3065 3.3112  -0.004
C: 2.0452 0.8088 5.8022  0.003
C: 2.4220 1.5351 4.6807  -0.002
C: 1.5330 1.6970 3.6241  -0.008
C: 0.2596 1.1422 3.7073  0.038
C: -0.1277 0.4248 4.8367  0.000
C: 0.7717 0.2546 5.8818  0.000
As: -0.9826 1.3570 2.2270  -0.023
C: -2.4998 2.1229 3.1205  0.005
C: -3.4581 1.4794 3.8794  -0.002
C: -4.3673 2.2587 4.5834  0.000
C: -4.2938 3.6446 4.5078  -0.001
C: -3.3321 4.2682 3.7219  0.000
C: -2.4174 3.5101 3.0060  0.001
C: -1.3549 4.0390 2.1140  -0.005
C: -1.1486 5.3687 1.7787  0.000
C: -0.1454 5.7090 0.8787  0.000
C: 0.6538 4.7354 0.2892  0.004
C: 0.4587 3.4010 0.6174  0.032
C: -0.5270 3.0798 1.5382  -0.018
H: 2.7383 0.6866 6.6254  0.000
H: 3.4028 1.9918 4.6292  0.000
H: 1.8303 2.2652 2.7520  0.000
H: -1.1312 0.0268 4.9296  0.000
H: 0.4699 -0.2949 6.7643  0.000
H: -3.5169 0.3990 3.9238  0.002
H: -5.1305 1.7846 5.1866  0.000
H: -4.9978 4.2493 5.0650  0.000
H: -3.2984 5.3493 3.6703  0.000
H: -1.7716 6.1451 2.2034  0.000
H: 0.0065 6.7494 0.6237  0.000
H: 1.4220 5.0193 -0.4183  0.000
H: 1.0738 2.6355 0.1612  0.007

(6)
The following is a DFT calculation (ωB97M-V with the def2-TZVPD basis set) of a 2-piece molecular cluster, C4H12S overall.

Properties
LUMO   1.0 eV
SMILES   CSC.CC

Last column: natural (NBO) charge in e.
Cartesian coordinates (Å):
C: -1.6183 0.6795 -0.7407  -0.770
S: -0.4308 1.9289 -0.3113  0.227
C: -1.3928 2.8847 0.8082  -0.773
H: -2.6140 1.1119 -0.8484  0.218
H: -1.3721 0.1778 -1.6932  0.234
H: -1.6983 -0.1518 -0.0514  0.210
H: -2.2257 3.4144 0.3708  0.210
H: -0.7820 3.6468 1.2766  0.235
H: -1.8334 2.2419 1.6531  0.212
C: 1.3495 -1.3511 -0.2487  -0.599
C: 2.1476 -2.6311 0.1468  -0.603
H: 1.0660 -1.4368 -1.3250  0.195
H: 0.3855 -1.2752 0.2926  0.196
H: 1.9561 -0.5120 -0.0802  0.208
H: 2.3453 -2.6520 1.2184  0.199
H: 3.0968 -2.5370 -0.3857  0.201
H: 1.6204 -3.5389 -0.0818  0.201

Values for ΔE to the lowest compared entry with this formula, charge and spin, eV, ordered as above
5.584; 0.000; 0.298; 0.923; 0.000; 0.317
Values for strongest force on any atom, eV Å⁻¹, ordered as above
5.301; 12.650; 0.729; 3.751; 1.830; 2.792